No. 1
Computed, not measured: H27O13 as an isolated structure in a non-equilibrium geometry, with wB97M-V/def2-TZVPD.

Total charge ... +1
Orbital gap ... 0.3749 Eh
ΔE to the lowest compared entry with this formula, charge and spin ... 5.681 eV
LUMO level ... -3.05 eV

Last column: Mulliken charge in e.
CARTESIAN COORDINATES (ANGSTROEM)
O 0.2858 -2.3352 -2.6995  -0.69
H -0.6199 0.3877 -0.6937  0.30
O 1.8563 -3.3632 0.5693  -0.61
H 2.8226 -3.4746 0.6355  0.29
H 0.4031 4.1794 -0.7791  0.27
O -3.3858 -0.4421 -1.9162  -0.77
H 0.7100 -1.8121 1.0165  0.26
H 1.2497 -4.0790 0.5935  0.30
H -2.9372 -0.5928 -1.0263  0.50
O -0.0159 -1.3682 1.2128  -0.59
O 4.0082 0.2869 -0.5657  -0.72
H -0.1557 -0.7780 1.9016  0.36
O -1.4837 1.1721 2.6851  -0.56
O -0.1680 3.9581 -1.4121  -0.59
H -3.9108 0.3630 -1.5561  0.35
H -0.0373 -2.4809 -1.8281  0.25
H -2.2086 1.8738 2.7845  0.27
H -2.1291 -0.3072 -3.0424  0.57
H 3.3823 2.4648 -1.2883  0.30
O 2.6059 2.3924 -0.6711  -0.72
H -1.6726 0.4305 0.6520  0.20
H -1.2686 -1.5862 -3.1330  0.45
O -1.8353 -1.5112 3.4635  -0.58
O 2.4417 1.4327 2.6905  -0.57
H -1.2063 -1.9505 2.8048  0.34
H 1.0462 -2.9193 -2.6716  0.33
H -0.3135 -0.9653 0.0036  0.40
H -1.6151 0.9241 3.6232  0.31
H 4.5520 0.3870 -1.4474  0.32
H -1.0417 4.2276 -0.9059  0.31
H -2.5980 -1.4002 3.0180  0.30
H -2.1504 1.5098 -0.2392  0.37
H 3.1348 2.1336 0.1623  0.39
H 1.7935 0.8964 3.1359  0.28
O -0.2658 -0.3465 -0.9178  -0.71
O -2.4580 0.6422 0.1218  -0.68
H 2.0858 2.2530 2.5287  0.30
H -0.7196 -0.2083 -2.6963  0.41
O -1.2431 -0.6904 -3.3588  -0.37
H 3.0621 0.6962 -0.7547  0.46

No. 2
Computed, not measured: C64H165CrF12N10O26S2 as an isolated structure in a non-equilibrium geometry, with wB97M-V/def2-TZVPD.

Orbital gap (alpha / beta) ... 0.3054 / 0.3303 Eh
2S+1 ... 4
LUMO level (alpha / beta) ... -0.66 / 0.01 eV
⟨S²⟩ ... 3.77

Last column: Mulliken spin population.
CARTESIAN COORDINATES (ANGSTROEM)
H 1.0958 0.3681 7.4590  0.00
N 1.5365 5.9410 -7.4657  0.00
H 0.1350 14.2283 3.7953  0.00
N 9.7679 11.6744 1.2961  0.00
H 4.8015 12.2752 -0.6865  0.00
C 12.0924 6.3323 2.1589  0.00
C 5.4189 4.3458 -5.5621  0.00
C 3.6946 3.0454 3.9128  0.00
C 11.8385 5.2062 1.1734  0.00
F 4.8570 9.4022 3.3150  0.00
H 6.5692 9.4557 8.8255  0.00
H 1.0082 4.7727 0.8098  0.00
C 3.2826 12.1713 -4.5694  0.00
O 3.8281 8.3252 9.7528  0.00
H 11.5006 6.3212 3.0741  0.00
C 8.7733 2.4591 -0.1742  0.00
H 10.3605 1.8514 0.7758  0.00
O 10.1901 2.4797 0.0703  0.00
C 5.3948 12.5258 -1.5659  -0.01
C 4.6900 9.2951 1.9859  0.00
F 13.4638 11.7678 1.7032  0.00
N 7.6297 12.9293 -0.5611  -0.05
C 6.7054 12.3398 4.3009  0.02
C 6.1497 8.2153 -0.9084  0.00
H 7.1279 11.0662 -1.4291  0.00
C 2.2106 7.2479 -7.5612  0.00
H 10.4525 16.3701 4.8780  0.00
H 9.6452 8.0284 -5.4701  0.00
C 0.7733 0.0720 6.4608  0.00
H 0.5235 15.9590 3.9835  0.00
H 3.3394 7.0827 5.7747  0.00
N 8.0849 12.2260 3.7543  -0.07
F 3.7127 10.1855 1.6897  0.00
H -2.3924 4.6744 -2.3636  0.00
C -0.7944 6.8090 1.2461  0.00
H -2.7981 7.9577 -0.2791  0.00
F 8.2687 17.3174 3.7869  0.00
S 10.1588 10.0044 1.8099  0.00
O 5.4701 5.3716 -4.5643  0.00
H 4.6226 10.0326 -5.0978  0.00
H -1.6343 3.3704 -4.1660  0.00
C 6.7668 8.4384 9.1632  0.00
H -0.0624 7.6121 1.1606  0.00
C 1.0086 5.2221 1.8029  0.00
C 9.9946 12.0857 -3.7427  0.00
H 10.0655 6.9469 -2.0268  0.00
H 2.3044 14.7115 -6.0451  0.00
H 0.4958 5.1615 -2.7414  0.00
H 13.1392 6.4108 2.4526  0.00
H 7.1488 13.3332 6.1561  0.00
H 2.4493 14.6851 2.9266  0.00
H -1.7166 8.3817 3.2382  0.00
H -0.0253 -0.2241 4.3233  0.00
F 9.1978 9.5158 -0.6497  0.01
H 0.3601 8.1933 -3.1676  0.00
H 5.5655 7.3865 -0.5085  0.00
H 0.0133 13.3506 -4.6242  0.00
H 9.6572 11.2452 -4.3492  0.00
C 7.8225 7.6986 -8.2669  0.00
H 5.3459 3.3917 -5.0400  0.00
C 0.7526 14.9508 4.3288  0.00
H 5.7155 3.2488 -8.0441  0.00
H 4.7046 4.3540 -2.8584  0.00
C 0.9834 10.7067 -1.3249  0.00
O 11.6696 11.2199 -0.6111  0.00
H 7.8301 8.2057 9.1038  0.00
H 7.1364 7.3054 7.2026  0.00
O 4.4272 12.0981 -5.3725  0.00
H 0.4277 14.8988 5.3680  0.00
H 8.5319 1.5029 -0.6386  0.00
H 9.1892 6.3199 -3.3363  0.00
C 8.5200 3.4760 -1.2780  0.00
H 9.5457 10.1778 5.9210  0.00
H 6.9063 7.8673 -8.8328  0.00
C 6.0417 9.4905 1.2070  -0.01
H 10.0492 12.9775 -4.3671  0.00
H 3.5811 5.0079 -3.9812  0.00
H 10.0287 7.2680 6.2468  0.00
H 1.1910 5.9265 -6.5167  0.00
H 7.4596 8.8364 -6.3534  0.00
H 5.9651 9.3201 -2.8440  0.00
H 5.4983 14.2524 0.3248  0.00
O 1.7423 9.0983 5.9400  0.00
C 2.5635 7.1101 5.0096  0.00
H 7.6160 4.2823 -4.7145  0.00
C -0.9702 6.2037 -3.9451  0.00
H 4.3940 6.0804 -2.8367  0.00
H 5.5687 5.5629 3.8036  0.00
H 0.4380 2.0739 5.8355  0.00
F 9.1959 7.8419 0.5851  0.00
H 12.6365 5.1733 0.4317  0.00
H -3.8264 8.6318 1.1631  0.00
C 5.8127 13.4251 3.5634  0.00
H 9.3244 14.6607 6.3136  0.00
F 9.7440 17.7824 2.4887  0.00
H 7.5808 13.8692 -0.9275  0.01
H 10.3125 8.1113 4.6505  0.00
H 2.6508 9.4207 -0.9593  0.00
N -1.4901 4.8649 -1.9517  0.00
H 2.1632 7.0878 9.8266  0.00
C 1.3994 7.7524 5.6535  0.00
S 11.1205 12.1202 0.4065  0.01
Cr 7.9763 12.4163 1.5920  3.02
O 10.7620 13.3356 -0.2907  0.00
H 0.4664 1.0901 3.5780  0.00
H 9.0205 9.1346 7.2734  0.00
C 7.7267 12.4980 -2.8902  0.00
H 2.8860 1.5709 5.7979  0.00
H 6.5051 7.3846 -6.5449  0.00
O 9.1596 12.2591 -2.6471  0.00
C 0.7853 1.1369 5.4002  0.00
H 7.4897 3.1608 -8.0532  0.00
H 3.7325 6.3058 10.3309  0.00
H 8.5030 13.0726 4.1128  0.01
H 0.3188 10.6341 -9.0616  0.00
H 1.4393 -0.6932 6.0620  0.00
H 2.6381 6.7391 -9.6149  0.00
H 8.0852 6.7069 -8.6353  0.00
H 1.5714 8.3620 -4.4513  0.00
C 5.7021 7.5673 8.4409  0.00
H 1.0617 13.5982 -6.7851  0.00
C 6.4467 6.1510 3.5365  0.00
H 6.1805 14.4140 3.8369  0.00
H 10.9163 5.3076 0.6012  0.00
C 3.1302 7.2141 10.3135  0.00
H 6.7358 5.7669 1.4785  0.00
H -0.3261 2.8035 -3.1526  0.00
H 7.4641 3.4093 -1.5399  0.00
H 6.6004 2.2551 -6.8124  0.00
H 5.8316 12.1634 6.1992  0.00
C 12.4040 12.5728 1.7260  0.00
H -0.2415 -0.3062 6.5842  0.00
H 4.5391 8.3718 -2.3333  0.00
H 1.6470 6.9314 -3.3396  0.00
H 11.6013 15.1825 4.2734  0.00
H 11.2761 8.5296 6.0737  0.00
C 3.1977 7.0912 -8.7483  0.00
H 4.2852 2.3857 3.2771  0.00
H 11.1098 14.8505 6.7287  0.00
C -2.2403 7.1569 1.7237  0.00
C 9.6615 7.2412 -2.9955  0.00
H -0.0698 10.7840 -1.0550  0.00
H 4.0825 10.4237 -6.6997  0.00
C 2.2699 1.4564 4.9060  0.00
H 4.7393 13.2515 3.6397  0.00
F 4.2430 8.1071 1.6096  0.00
H 10.9853 11.7811 -3.4052  0.00
H 8.8793 7.9564 -2.7408  0.00
H -2.9117 6.3007 1.7877  0.00
C 9.2084 9.1798 6.2007  0.00
H 1.8547 5.9083 1.8401  0.00
C 5.6284 8.4033 -2.3601  0.00
O 10.1027 8.6231 -4.8713  0.00
C 10.7292 7.8493 -3.8925  0.00
C 6.9295 12.1289 -1.5685  0.01
H 1.9812 11.3817 -8.7893  0.00
H 0.0330 3.6515 -4.6025  0.00
C 7.4707 7.8329 -6.7786  0.00
O 8.5442 6.9632 -6.1752  0.00
H 11.7549 7.2841 1.7488  0.00
O 1.0790 10.6133 -2.6665  0.00
O 3.1430 15.3391 4.7808  0.00
H 5.4705 15.3604 1.7517  0.00
H 6.5311 8.6500 10.2062  0.00
H 0.9935 8.6915 -0.7745  0.00
N 0.9026 13.0037 -4.2944  0.00
H 4.4305 4.4497 -6.0096  0.00
O 6.1924 13.3760 2.1090  -0.03
H 8.3701 8.5418 4.6418  0.00
H 7.6627 13.5532 -3.1562  0.00
N -0.1047 0.7823 4.3522  0.00
O 11.5434 9.8062 2.2068  0.00
O 9.1832 9.4021 2.7175  0.02
O 5.8820 9.3979 -0.2122  0.01
H 5.8044 10.9164 -6.0902  0.00
H 11.4753 7.1277 -4.2253  0.00
O 11.7882 4.0510 1.9694  0.00
H 4.3972 9.2122 8.0336  0.00
O 9.5093 14.8290 3.8150  0.00
H 0.4783 8.1457 -8.5615  0.00
H 5.6861 6.5338 8.7869  0.00
H 2.9933 7.5912 4.1311  0.00
H 2.7208 0.5408 4.5232  0.00
H 1.4495 11.7186 -5.6863  0.00
C -0.6599 3.6439 -3.7612  0.00
H 8.2770 3.4776 -5.9764  0.00
C 6.5873 4.3901 -6.4906  0.00
C -2.8802 8.2682 0.7625  0.00
O 7.2293 6.0586 4.6638  0.00
H 7.4645 11.5847 6.1652  0.00
C 10.3593 14.6114 5.9752  0.00
F 11.8562 12.3813 2.8695  0.00
C 9.2916 15.5025 2.5745  0.00
H 6.0323 7.1383 3.3331  0.00
C 8.7857 16.9340 2.5950  0.00
H 4.3018 3.1437 4.8126  0.00
H 4.2829 14.1068 1.5344  0.00
C -0.5342 5.0227 -3.0699  0.00
H 3.6644 8.0383 -9.0191  0.00
O 2.3501 2.5223 4.0031  0.00
C 10.2952 8.1939 5.7372  0.00
H -1.8150 6.8198 3.5471  0.00
H 4.7491 11.9887 -2.2606  0.00
C 2.2249 14.6057 3.9903  0.00
H 3.5974 12.9784 -3.9079  0.00
H 8.4653 8.4422 -8.7380  0.00
H 8.4580 11.4350 4.2593  0.02
H 7.2052 7.9954 -0.7478  0.00
C 1.1481 8.3731 -7.7322  0.00
C 1.1642 10.7811 -8.3894  0.00
H 8.5457 12.7342 -0.9392  0.01
H 10.5531 13.5420 5.8926  0.00
C 10.5961 15.3087 4.6756  0.00
O 8.0328 8.8669 5.4798  0.00
H 2.5432 9.0984 6.4692  0.00
F 11.1449 8.4815 -0.2438  0.00
H 6.7668 8.7398 1.5212  0.01
C 6.6036 3.1612 -7.4183  0.00
F 12.7166 13.8843 1.6663  0.00
H -1.3246 4.0130 -1.4351  0.00
N 7.7546 4.3016 -5.7148  0.00
H 8.7609 4.4464 -0.8440  0.00
H 2.1888 5.1705 -7.4351  0.00
H -0.9354 6.4473 0.2276  0.00
O 0.1133 6.8245 -4.7005  0.00
H 3.1365 11.3363 -3.8842  0.00
C 4.5325 5.2223 -3.4944  0.00
H -1.7337 5.8351 -4.6301  0.00
H 5.2890 13.5778 -1.8310  0.00
H 3.9687 6.3991 -8.4100  0.00
N -2.3057 7.5748 3.0897  0.00
H 1.5542 9.6462 0.5107  0.00
O 1.7598 9.7274 -7.6656  0.00
N 6.1442 7.4770 7.1236  0.00
H 11.4527 8.4844 -3.3815  0.00
H 2.8400 7.5516 -6.7246  0.00
H 1.4378 11.6455 -1.0083  0.00
H 6.0789 7.5612 -2.8855  0.00
H -2.2651 9.1671 0.7202  0.00
O 8.6474 14.4509 1.8588  0.02
H 8.2053 2.7220 0.7181  0.00
H 0.6118 11.3722 -7.6590  0.00
H 0.8395 11.4372 -3.0972  0.00
C 9.9258 8.8960 0.2659  0.01
F 7.9465 17.2511 1.5905  0.00
H 2.3841 13.5610 4.2572  0.00
O -0.3129 5.7983 2.0990  0.00
H 7.4038 4.4892 2.5386  0.00
H 11.4316 3.3795 1.3832  0.00
H 1.2771 13.8713 -3.9379  0.00
C 1.0055 7.6463 -3.8549  0.00
H 6.5212 5.2991 -7.0885  0.00
H 3.7129 4.0029 3.3922  0.00
H 9.0665 3.2246 -2.1870  0.00
H 8.2550 5.9996 2.1655  0.00
C 5.3398 14.3370 1.3999  0.01
C 7.2837 5.5634 2.3986  0.00
C 6.8147 12.3681 5.7753  0.00
H 2.8567 7.4291 11.3465  0.00
C 1.6399 9.5454 -0.5713  0.00
C 1.9047 12.6000 -5.2346  0.00
O 6.7499 10.6984 1.4466  -0.01
H 2.2676 6.1133 4.6826  0.00
H 2.8891 13.4191 -6.9713  0.00
H 3.0723 16.2660 4.5409  0.00
H 1.2108 7.1802 6.5618  0.00
H -1.4054 6.8985 -3.2269  0.00
C 2.0489 13.6916 -6.3326  0.00
H 6.0898 8.3556 6.6284  0.00
H 7.3903 11.8609 -3.7081  0.00
H 6.8297 6.6331 5.3209  0.00
H 8.2650 6.0500 -6.0763  0.00
H 1.1252 4.4527 2.5661  0.00
C 4.7425 10.7604 -5.9003  0.00
H 3.6118 7.5987 7.7572  0.00
H 6.2913 11.3426 4.1520  -0.01
H 0.5274 7.6104 5.0151  0.00
H 0.4395 8.4029 -6.9045  0.00
C 4.2751 8.1891 8.3893  0.00
H 10.3171 15.4976 2.2053  0.01